(1)
Formula: C20H14Cl2N4O6S2V
Source: the Open Molecules 2025 dataset
Level of theory: the ωB97M-V functional and the def2-TZVPD basis

```
! RIJCOSX wB97M-V def2-TZVPD def2/J DEFGRID3
* xyz -1 3
V -0.49 0.17 -0.77
N -1.21 0.99 1.10
C -1.20 2.47 1.14
C -0.48 3.07 -0.07
O -0.18 4.27 -0.07
N -0.28 2.18 -1.03
C 0.48 2.53 -2.21
C 0.49 1.34 -3.16
O 0.94 1.41 -4.28
O -0.05 0.25 -2.65
H -0.51 0.62 1.76
H -2.11 0.64 1.41
H -2.22 2.85 1.12
H -0.73 2.84 2.05
H 0.08 3.41 -2.73
H 1.52 2.77 -1.96
Cl -0.61 -4.78 -0.93
C -1.81 -3.66 -1.48
C -2.90 -4.15 -2.22
C -3.87 -3.31 -2.67
Cl -5.22 -3.96 -3.58
C -3.80 -1.92 -2.42
C -4.74 -0.96 -2.86
C -4.53 0.36 -2.58
C -3.38 0.74 -1.86
N -2.51 -0.13 -1.43
C -2.70 -1.46 -1.68
C -1.67 -2.32 -1.17
O -0.69 -1.80 -0.49
H -2.95 -5.21 -2.42
H -5.60 -1.28 -3.42
H -5.23 1.12 -2.91
H -3.16 1.78 -1.67
O 1.60 1.47 4.61
S 1.81 0.19 3.99
O 1.36 -0.97 4.70
N 1.22 0.21 2.45
C 2.16 0.08 1.55
S 1.98 0.07 -0.12
C 3.54 -0.05 2.13
C 4.75 -0.20 1.47
C 5.90 -0.30 2.24
C 5.85 -0.24 3.63
C 4.64 -0.09 4.29
C 3.51 0.01 3.51
H 4.77 -0.25 0.39
H 6.86 -0.42 1.74
H 6.77 -0.32 4.20
H 4.59 -0.04 5.37
*
```

The relative energy (zero: lowest compared OMol25 entry of this formula, charge and spin) comes out at 0.0 kJ/mol. The value obtained for the total energy is -111623.1205 eV. As for the LUMO energy (alpha / beta): 1.775 / 1.703 eV. The gap between HOMO and LUMO (alpha / beta) is 7.22 / 7.52 eV. Its expectation value of S² is 2.012.



(2)
Formula: C36H74Br24IN2O2Si
Source: the Open Molecules 2025 dataset
Level of theory: the ωB97M-V functional and the def2-TZVPD basis

```
! RIJCOSX wB97M-V def2-TZVPD def2/J DEFGRID3
* xyz 1 1
C 0.93 -4.07 -2.16
C 1.96 -3.21 -1.49
I 1.46 -3.08 0.60
C 2.22 -1.90 -2.26
C 1.51 -0.62 -1.93
C 2.11 0.23 -0.82
C 3.60 0.16 -0.78
O 4.29 0.47 -1.72
O 4.14 -0.31 0.34
C 1.58 0.22 -3.19
N 0.62 -0.29 -4.15
C -0.71 0.24 -3.76
C -0.90 0.13 -2.28
Si -2.65 -0.56 -1.96
C -3.90 0.47 -2.91
C -3.06 -0.58 -0.15
C -2.76 -2.31 -2.65
N 0.04 -0.84 -1.65
H 0.94 -5.04 -1.70
H -0.08 -3.72 -2.02
H 1.19 -4.21 -3.18
H 2.86 -3.77 -1.52
H 3.27 -1.74 -2.29
H 1.94 -2.14 -3.26
H 1.86 1.28 -0.97
H 1.71 0.00 0.14
H 3.48 -0.48 1.02
H 2.56 0.08 -3.57
H 1.48 1.27 -2.99
H 0.84 0.18 -5.01
H -0.74 1.28 -4.00
H -1.51 -0.21 -4.32
H -0.88 1.07 -1.77
H -4.78 0.56 -2.31
H -3.52 1.42 -3.19
H -4.20 -0.07 -3.78
H -3.29 0.39 0.24
H -2.32 -1.06 0.46
H -3.94 -1.18 -0.05
H -1.83 -2.61 -3.11
H -3.49 -2.37 -3.41
H -2.98 -3.01 -1.87
H -0.08 -0.78 -0.64
H -0.20 -1.77 -1.99
Br 2.16 -8.50 -1.55
C 0.88 -8.37 -0.08
C -0.54 -8.47 -0.56
Br -1.11 -6.82 -1.42
H 1.09 -7.44 0.42
H 1.12 -9.20 0.58
H -1.20 -8.62 0.28
H -0.69 -9.27 -1.29
Br 5.40 -11.55 -0.37
C 5.60 -9.84 0.53
C 5.38 -9.95 2.01
Br 3.49 -10.12 2.43
H 4.90 -9.15 0.05
H 6.62 -9.52 0.32
H 5.70 -9.04 2.51
H 5.87 -10.81 2.45
Br 3.30 -0.83 3.58
C 4.01 0.94 3.99
C 2.93 1.98 3.98
Br 2.40 2.43 2.17
H 4.79 1.13 3.27
H 4.45 0.85 4.98
H 3.28 2.90 4.42
H 2.03 1.66 4.49
Br -1.86 4.47 -3.11
C -1.23 5.20 -1.41
C 0.26 5.06 -1.28
Br 0.74 3.20 -0.90
H -1.76 4.67 -0.63
H -1.52 6.25 -1.41
H 0.64 5.64 -0.45
H 0.80 5.34 -2.18
Br -2.76 9.74 -1.79
C -2.24 9.75 -3.66
C -1.84 8.38 -4.12
Br -0.07 7.88 -3.47
H -1.44 10.48 -3.76
H -3.12 10.09 -4.21
H -1.77 8.34 -5.21
H -2.53 7.61 -3.78
Br 1.18 1.32 -7.65
C 0.18 2.93 -8.09
C -0.65 3.41 -6.92
Br -2.24 2.33 -6.66
H -0.43 2.69 -8.95
H 0.92 3.67 -8.36
H -1.02 4.42 -7.12
H -0.10 3.40 -5.99
Br -2.64 2.65 1.73
C -3.18 1.89 3.43
C -1.98 1.35 4.16
Br -1.33 -0.31 3.38
H -3.92 1.13 3.21
H -3.64 2.70 3.99
H -2.22 1.12 5.19
H -1.14 2.04 4.13
Br -3.72 -8.08 1.05
C -4.63 -8.89 2.57
C -3.67 -9.64 3.45
Br -3.14 -11.34 2.67
H -5.41 -9.53 2.16
H -5.08 -8.06 3.11
H -4.15 -9.89 4.40
H -2.76 -9.09 3.64
Br -6.88 10.86 -5.50
C -7.45 10.26 -3.74
C -6.28 9.82 -2.91
Br -5.64 8.06 -3.46
H -8.18 9.47 -3.90
H -7.94 11.12 -3.29
H -6.58 9.70 -1.87
H -5.44 10.49 -2.97
Br -0.92 -5.01 4.77
C -0.85 -3.23 5.53
C -0.86 -3.25 7.03
Br -2.64 -3.62 7.73
H -1.68 -2.68 5.12
H 0.08 -2.80 5.16
H -0.59 -2.27 7.43
H -0.20 -4.00 7.45
Br -1.45 4.81 4.36
C -0.83 5.48 6.09
C 0.65 5.25 6.27
Br 1.01 3.38 6.69
H -1.42 4.98 6.85
H -1.06 6.54 6.08
H 1.02 5.81 7.12
H 1.22 5.50 5.38
Br 7.56 1.79 5.51
C 8.18 1.86 3.67
C 8.38 0.48 3.09
Br 10.00 -0.35 3.76
H 9.08 2.45 3.67
H 7.40 2.38 3.12
H 8.50 0.54 2.02
H 7.56 -0.19 3.33
*
```

The value obtained for the total energy is -1742603.5349 eV. As for the LUMO energy: -1.665 eV. The gap between HOMO and LUMO is 9.56 eV.



(3)
Formula: C4H7P
Source: the Open Molecules 2025 dataset
Level of theory: the ωB97M-V functional and the def2-TZVPD basis

```
! RIJCOSX wB97M-V def2-TZVPD def2/J DEFGRID3
* xyz 0 1
C -0.14 1.46 -0.31
C -0.68 0.27 -0.21
C 0.67 0.44 0.38
C -1.74 -0.70 -0.49
P 2.18 -0.38 -0.23
H -0.17 2.48 -0.63
H 0.78 0.53 1.90
H -2.51 -0.64 0.28
H -1.33 -1.71 -0.48
H -2.19 -0.49 -1.46
H 2.05 -1.50 0.58
H 3.06 0.23 0.66
*
```

The relative energy (zero: lowest compared OMol25 entry of this formula, charge and spin) comes out at 331.9 kJ/mol. The value obtained for the total energy is -13545.8337 eV. As for the LUMO energy: 1.014 eV. The gap between HOMO and LUMO is 9.25 eV.



(4)
Formula: C53H71BIN3O7P
Source: the Open Molecules 2025 dataset
Level of theory: the ωB97M-V functional and the def2-TZVPD basis

```
! RIJCOSX wB97M-V def2-TZVPD def2/J DEFGRID3
* xyz 1 1
C -5.45 -4.73 5.00
C -4.02 -4.25 5.24
C -3.92 -2.73 5.33
C -2.63 -2.21 5.94
C -2.43 -0.72 5.68
C -1.94 -0.42 4.25
C -2.90 0.49 3.48
C -2.48 0.74 2.03
C -3.20 1.96 1.43
C -2.41 3.28 1.54
C -2.09 3.90 0.16
B -3.52 4.27 -0.58
C -4.84 4.64 0.16
O -3.58 4.21 -1.95
C -1.32 2.83 -0.63
N -0.58 3.36 -1.75
C -0.15 2.32 -2.69
C -1.17 2.04 -3.78
C -1.42 3.28 -4.64
C -0.69 0.86 -4.63
C 0.42 4.34 -1.39
C 1.66 3.79 -0.64
C 1.65 3.52 0.88
C 3.05 3.17 1.38
C 3.47 1.75 1.02
O 4.79 1.44 1.45
C -0.34 5.57 -0.82
I 1.19 6.98 -0.18
C -1.16 6.19 -1.95
C -2.18 7.29 -1.68
N -1.15 5.14 0.41
P -2.21 6.34 1.50
N -1.55 7.85 1.25
O -1.54 5.83 2.90
H -6.15 -4.23 5.68
H -5.54 -5.80 5.14
H -5.75 -4.48 3.98
H -3.62 -4.69 6.15
H -3.39 -4.59 4.41
H -4.02 -2.31 4.31
H -4.78 -2.34 5.89
H -1.78 -2.77 5.52
H -2.62 -2.41 7.02
H -1.75 -0.29 6.42
H -3.39 -0.22 5.84
H -0.96 0.06 4.29
H -1.83 -1.36 3.70
H -3.89 0.03 3.48
H -3.00 1.44 4.00
H -2.73 -0.14 1.43
H -1.40 0.87 1.98
H -4.13 2.10 1.99
H -3.51 1.76 0.40
H -1.47 3.12 2.08
H -2.98 3.98 2.15
H -4.84 4.60 1.25
H -5.66 4.02 -0.22
H -5.10 5.67 -0.12
H -3.35 3.39 -2.40
H -2.04 2.11 -1.02
H -0.68 2.26 0.06
H 0.77 2.67 -3.18
H 0.10 1.40 -2.15
H -2.12 1.75 -3.30
H -0.49 3.84 -4.79
H -1.79 3.00 -5.62
H -2.16 3.95 -4.20
H -1.43 0.62 -5.40
H 0.24 1.12 -5.14
H -0.52 -0.03 -4.03
H 0.81 4.72 -2.34
H 2.52 4.42 -0.86
H 1.88 2.84 -1.13
H 1.32 4.40 1.44
H 0.98 2.69 1.12
H 3.77 3.88 0.96
H 3.10 3.28 2.47
H 3.41 1.60 -0.07
H 2.80 1.03 1.50
H 5.28 2.26 1.58
H -1.65 5.36 -2.46
H -0.41 6.58 -2.65
H -1.73 8.19 -1.27
H -2.65 7.54 -2.63
H -2.99 6.96 -1.03
H -0.44 4.79 1.06
H -2.23 8.56 1.49
H -0.64 8.08 1.63
H -0.60 6.02 3.05
C 5.26 -4.16 -5.51
C 5.49 -3.13 -6.42
C 6.02 -1.93 -5.99
C 6.32 -1.74 -4.64
C 6.08 -2.77 -3.73
C 5.56 -3.98 -4.17
C 6.37 -2.60 -2.28
O 6.17 -3.49 -1.48
C 6.91 -1.28 -1.83
C 7.15 -1.07 -0.48
C 7.67 0.14 -0.05
C 7.96 1.14 -0.97
C 7.71 0.95 -2.32
C 7.18 -0.26 -2.75
C 6.91 -0.44 -4.21
O 7.14 0.44 -5.01
H 4.85 -5.10 -5.85
H 5.25 -3.28 -7.46
H 6.21 -1.12 -6.68
H 5.39 -4.77 -3.44
H 6.93 -1.86 0.22
H 7.85 0.31 1.00
H 8.37 2.09 -0.63
H 7.92 1.71 -3.05
C -4.79 -7.95 0.67
C -4.21 -9.19 0.43
C -2.85 -9.29 0.22
C -2.06 -8.15 0.25
C -2.64 -6.90 0.48
C -4.01 -6.81 0.69
C -1.82 -5.65 0.50
O -2.32 -4.57 0.71
C -0.35 -5.79 0.27
C 0.45 -4.65 0.27
C 1.81 -4.76 0.08
C 2.40 -6.01 -0.11
C 1.61 -7.15 -0.12
C 0.23 -7.05 0.07
C -0.59 -8.29 0.05
O -0.08 -9.38 -0.11
H -5.86 -7.87 0.85
H -4.83 -10.08 0.40
H -2.38 -10.24 0.03
H -4.45 -5.84 0.88
H -0.02 -3.69 0.43
H 2.44 -3.88 0.08
H 3.47 -6.09 -0.25
H 2.04 -8.13 -0.26
*
```

The relative energy (zero: lowest compared OMol25 entry of this formula, charge and spin) comes out at 0.0 kJ/mol. The value obtained for the total energy is -92979.3549 eV. As for the LUMO energy: -2.628 eV. The gap between HOMO and LUMO is 8.39 eV.



(5)
Formula: C45H37AsIN3NiO2PS
Source: the Open Molecules 2025 dataset
Level of theory: the ωB97M-V functional and the def2-TZVPD basis

```
! RIJCOSX wB97M-V def2-TZVPD def2/J DEFGRID3
* xyz 1 1
Ni -0.19 0.36 0.48
N 3.70 -0.21 1.36
C 4.47 -0.27 0.17
C 5.81 0.07 0.17
C 6.54 0.02 -1.01
C 5.92 -0.34 -2.19
C 4.56 -0.65 -2.20
C 3.85 -0.64 -1.02
S 2.16 -1.13 -0.98
N 1.61 -0.18 0.34
C 2.38 0.04 1.36
C 1.71 0.59 2.56
C 2.33 0.88 3.76
C 1.56 1.37 4.80
C 0.20 1.56 4.62
C -0.35 1.24 3.38
N 0.39 0.76 2.39
H 4.21 0.03 2.20
H 6.28 0.37 1.10
H 7.59 0.27 -1.00
H 6.48 -0.38 -3.11
H 4.07 -0.91 -3.13
H 3.39 0.74 3.90
H 2.01 1.60 5.76
H -0.43 1.94 5.41
H -1.40 1.37 3.16
I -1.12 -5.97 1.56
C -1.70 -3.99 1.26
C -2.87 -3.52 1.84
C -3.25 -2.20 1.65
C -2.47 -1.34 0.89
C -1.32 -1.84 0.29
C -0.93 -3.16 0.47
C -2.89 0.11 0.82
O -4.05 0.43 0.91
O -1.90 0.98 0.75
H -3.48 -4.18 2.45
H -4.16 -1.82 2.10
H -0.77 -1.25 -0.45
H -0.03 -3.53 -0.02
C -0.43 3.37 -0.35
C -0.52 4.62 -1.22
As -0.13 6.18 -0.06
C 1.75 5.69 0.22
C 2.73 5.87 -0.75
C 4.03 5.47 -0.52
C 4.38 4.87 0.68
C 3.41 4.67 1.66
C 2.10 5.09 1.43
C 0.13 7.55 -1.42
C -0.29 7.39 -2.74
C -0.11 8.42 -3.66
C 0.50 9.61 -3.27
C 0.92 9.76 -1.95
C 0.73 8.74 -1.03
P -0.26 1.79 -1.22
C 1.17 2.05 -2.30
C 2.39 2.34 -1.69
C 3.52 2.56 -2.46
C 3.45 2.52 -3.84
C 2.23 2.26 -4.46
C 1.09 2.03 -3.69
C -1.70 1.45 -2.24
C -2.91 2.10 -2.04
C -4.04 1.70 -2.74
C -3.96 0.65 -3.64
C -2.76 -0.02 -3.83
C -1.63 0.37 -3.12
H -1.27 3.27 0.35
H 0.47 3.41 0.27
H -1.51 4.73 -1.66
H 0.21 4.58 -2.02
H 2.47 6.35 -1.69
H 4.79 5.63 -1.28
H 5.40 4.56 0.87
H 3.67 4.23 2.61
H 1.35 4.97 2.21
H -0.76 6.48 -3.07
H -0.44 8.29 -4.68
H 0.64 10.41 -3.98
H 1.39 10.69 -1.64
H 1.06 8.88 -0.01
H 2.47 2.40 -0.61
H 4.47 2.77 -1.97
H 4.33 2.69 -4.44
H 2.16 2.24 -5.54
H 0.15 1.85 -4.18
H -3.00 2.90 -1.31
H -4.98 2.20 -2.57
H -4.84 0.33 -4.19
H -2.70 -0.86 -4.52
H -0.70 -0.17 -3.25
*
```

The value obtained for the total energy is -185933.6851 eV. As for the LUMO energy (alpha / beta): -3.595 / -3.601 eV. The gap between HOMO and LUMO (alpha / beta) is 6.95 / 6.94 eV.



(6)
Formula: C4H13N2S
Source: the Open Molecules 2025 dataset
Level of theory: the ωB97M-V functional and the def2-TZVPD basis

```
! RIJCOSX wB97M-V def2-TZVPD def2/J DEFGRID3
* xyz 1 1
N -0.12 1.02 2.74
C 0.50 1.13 1.33
C -0.37 0.37 0.28
N -1.82 0.75 0.62
C -0.03 0.72 -1.17
C 1.18 -0.30 -1.56
S 0.36 -1.91 -1.29
H -0.17 1.95 3.18
H 0.50 0.57 3.52
H 0.67 2.13 0.96
H 1.64 0.76 1.50
H -0.39 -0.58 0.74
H -2.37 -0.07 0.44
H -1.68 0.91 1.64
H -2.16 1.59 0.21
H -0.75 0.62 -1.96
H 0.36 1.73 -1.26
H 1.82 -0.01 -2.36
H 1.63 -0.27 -0.55
H 1.18 -2.71 -2.15
*
```

Its SMILES is NC[C@@H]([NH3+])CCS. The relative energy (zero: lowest compared OMol25 entry of this formula, charge and spin) comes out at 240.8 kJ/mol. The value obtained for the total energy is -18165.9974 eV. As for the LUMO energy: -3.157 eV. The gap between HOMO and LUMO is 9.17 eV.